Record 1
This record from the Open Molecules 2025 dataset describes CH3Co2FNO6P as an isolated structure in a non-equilibrium geometry. The level of theory is ωB97M-V/def2-TZVPD.

Properties
ΔE to the lowest compared entry with this formula, charge and spin: 0.0 kJ/mol
largest force on an atom: 0.0596 hartree/bohr
frontier orbital gap (alpha / beta): 0.280 / 0.279 hartree
LUMO (alpha / beta): -1.50 / -1.52 eV

Structure (ORCA input):
```
! wB97M-V def2-TZVPD RIJCOSX def2/J DEFGRID3
* xyz 0 7
Co 7.91 -5.05 0.53
Co 8.08 -5.01 3.54
P 7.24 -2.97 2.11
O 5.98 -2.29 1.78
O 6.80 -4.57 2.10
O 7.89 -3.06 3.53
O 8.29 -3.18 0.96
F 9.16 -5.69 1.93
C 11.01 -7.81 3.95
N 9.58 -7.96 4.31
O 8.91 -6.93 4.32
O 9.16 -9.04 4.62
H 11.08 -7.63 2.88
H 11.51 -8.73 4.21
H 11.42 -6.98 4.51
*
```

Record 2
This record from the Open Molecules 2025 dataset describes CH3CsLiO as an isolated structure in a non-equilibrium geometry. The level of theory is ωB97M-V/def2-TZVPD.

Properties
ΔE to the lowest compared entry with this formula, charge and spin: 0.0 kJ/mol
largest force on an atom: 0.0471 hartree/bohr
frontier orbital gap (alpha / beta): 0.116 / 0.250 hartree
LUMO (alpha / beta): -0.48 / -0.48 eV

Structure (ORCA input):
```
! wB97M-V def2-TZVPD RIJCOSX def2/J DEFGRID3
* xyz 0 2
O 0.86 0.12 -0.02
C 0.52 1.26 -0.37
Li 0.74 -3.41 1.34
H -0.13 1.87 0.25
H 0.89 1.72 -1.29
Cs -2.82 0.66 -2.14
H -0.06 -2.22 2.23
*
```

Record 3
This record from the Open Molecules 2025 dataset describes a 2-piece molecular cluster, CH3F2N overall in a non-equilibrium geometry. The level of theory is ωB97M-V/def2-TZVPD.

Properties
ΔE to the lowest compared entry with this formula, charge and spin: 532.2 kJ/mol
largest force on an atom: 0.1021 hartree/bohr
frontier orbital gap: 0.354 hartree
LUMO: 0.47 eV

Structure (ORCA input):
```
! wB97M-V def2-TZVPD RIJCOSX def2/J DEFGRID3
* xyz 0 1
C 0.17 -0.77 0.18
N 1.09 0.22 0.65
F 0.62 -1.92 -0.12
F 2.19 0.29 -0.14
H -0.17 -0.07 -1.51
H -0.67 -0.94 0.87
H 0.78 1.22 0.53
*
```

> Which formula does entry 3 have?

CH3F2N